1.
{
  "formula": "C22H28BiO2P2",
  "method": "ωB97M-V with the def2-TZVPD basis set",
  "gap_ev": 7.965,
  "e_above_lowest_kj_mol": 0.0,
  "e_homo_ev": -10.40,
  "charge": 1,
  "lumo_energy_ev": -2.4,
  "symbols": ["Bi", "H", "H", "P", "C", "H", "H", "H", "C", "H", "H", "H", "C", "H", "H", "H", "C", "O", "H", "H", "O", "P", "C", "C", "C", "C", "C", "C", "C", "C", "C", "C", "C", "C", "C", "C", "C", "C", "C", "C", "H", "H", "H", "H", "H", "H", "H", "H", "H", "H", "H", "H", "H", "H", "H"],
  "coordinates": [[-0.348, 0.450, -2.168], [1.012, 3.374, -1.835], [1.040, 3.370, -2.587], [-0.318, 0.042, -4.758], [1.049, -0.910, -5.437], [0.860, -1.131, -6.497], [1.991, -0.352, -5.352], [1.165, -1.859, -4.896], [-1.876, -0.833, -5.063], [-2.729, -0.266, -4.661], [-2.019, -0.970, -6.143], [-1.867, -1.819, -4.576], [-0.407, 1.669, -5.539], [0.546, 2.201, -5.419], [-0.630, 1.563, -6.608], [-1.186, 2.288, -5.075], [2.355, -0.259, -2.319], [3.349, -0.623, -1.897], [-1.790, 1.477, -2.001], [-0.207, -1.292, -1.707], [0.319, 0.716, 0.154], [0.082, 0.152, 1.561], [-1.432, -0.820, 1.667], [-2.348, -0.890, 0.610], [-3.472, -1.709, 0.697], [-3.748, -2.382, 1.888], [-2.871, -2.282, 2.964], [-1.706, -1.526, 2.851], [1.507, -0.881, 1.920], [2.334, -0.627, 3.023], [3.450, -1.436, 3.247], [3.726, -2.503, 2.391], [2.902, -2.756, 1.290], [1.800, -1.943, 1.047], [-0.010, 1.573, 2.627], [-1.152, 1.863, 3.394], [-1.170, 3.008, 4.193], [-0.063, 3.861, 4.227], [1.057, 3.589, 3.435], [1.090, 2.450, 2.634], [-2.177, -0.311, -0.314], [-4.129, -1.808, -0.169], [-4.656, -2.982, 1.967], [-3.092, -2.800, 3.899], [-1.000, -1.472, 3.688], [2.093, 0.177, 3.721], [4.104, -1.223, 4.096], [4.599, -3.131, 2.570], [3.121, -3.592, 0.618], [1.145, -2.149, 0.194], [-2.011, 1.189, 3.392], [-2.069, 3.253, 4.763], [-0.100, 4.772, 4.826], [1.904, 4.281, 3.425], [1.982, 2.220, 2.041]],
  "forces_ev_per_angstrom": [[2.37, 1.74, 1.07], [0.03, 0.04, -0.35], [0.02, 0.09, 0.36], [-1.02, -0.31, 0.43], [0.28, -0.27, -0.54], [0.11, 0.05, 0.22], [-0.30, -0.08, 0.00], [-0.14, 0.30, -0.10], [-0.21, -0.23, -0.91], [0.38, -0.05, -0.10], [-0.18, -0.11, 0.17], [0.13, 0.32, -0.13], [0.06, 0.19, -0.42], [-0.18, -0.21, -0.05], [0.08, 0.12, 0.15], [0.12, -0.31, -0.06], [2.85, -1.31, 0.36], [-1.73, 0.79, -0.50], [-1.44, -0.65, -0.16], [-0.92, 0.00, -0.41], [-0.53, -0.60, 0.92], [0.32, 0.77, -1.87], [-0.34, -0.28, 0.45], [0.34, 0.16, -0.39], [0.02, 0.13, 0.11], [-0.02, 0.02, -0.25], [0.09, 0.02, 0.19], [0.11, 0.05, -0.11], [0.12, -0.22, 0.65], [-0.10, -0.32, -0.08], [0.03, -0.02, -0.05], [0.00, 0.22, -0.02], [-0.01, 0.02, -0.04], [-0.09, 0.01, 0.20], [-0.16, 0.16, 0.90], [0.43, 0.03, 0.10], [0.00, 0.13, -0.11], [-0.21, -0.08, -0.34], [0.02, 0.03, -0.06], [-0.10, -0.04, 0.27], [-0.20, -0.44, 0.79], [0.10, 0.09, 0.35], [0.30, 0.13, 0.01], [0.08, 0.14, -0.30], [-0.29, -0.08, -0.29], [0.11, -0.21, -0.26], [-0.22, -0.14, -0.28], [-0.26, 0.15, -0.03], [-0.08, 0.34, 0.29], [0.21, 0.10, 0.27], [0.26, 0.22, -0.07], [0.36, -0.11, -0.11], [0.06, -0.30, -0.10], [-0.31, -0.29, 0.07], [-0.38, 0.13, 0.13]],
  "mulliken_charge": [0.440, 0.026, -0.026, 0.497, -1.121, 0.394, 0.345, 0.332, -1.132, 0.336, 0.408, 0.350, -1.166, 0.327, 0.403, 0.350, 0.123, -0.184, -0.055, 0.027, -0.427, 1.705, 0.253, 0.067, -0.713, -0.427, -0.693, -0.249, 0.347, -0.173, -0.639, -0.479, -0.704, -0.453, 0.168, -0.373, -0.627, -0.479, -0.600, -0.545, -0.147, 0.390, 0.390, 0.396, 0.427, 0.399, 0.406, 0.380, 0.406, 0.336, 0.342, 0.400, 0.388, 0.380, 0.474]
}

2.
{
  "formula": "C5H12LaMgO3",
  "method": "ωB97M-V with the def2-TZVPD basis set",
  "gap_ev": [5.766, 4.845],
  "e_above_lowest_kj_mol": 0.9,
  "e_homo_ev": [-9.05, -8.22],
  "charge": 1,
  "lumo_energy_ev": [-3.3, -3.4],
  "symbols": ["O", "Mg", "C", "O", "C", "C", "C", "O", "C", "La", "H", "H", "H", "H", "H", "H", "H", "H", "H", "H", "H", "H"],
  "coordinates": [[1.417, -2.347, -3.002], [1.805, -1.984, -4.820], [1.311, -1.955, 1.684], [0.406, -1.123, 0.965], [-0.523, -0.421, 1.795], [-1.549, 0.306, 0.952], [-1.032, 1.472, 0.135], [-0.225, 1.014, -0.957], [0.084, 2.035, -1.902], [0.884, -0.967, -1.261], [1.813, -2.603, 0.958], [2.053, -1.333, 2.203], [0.755, -2.567, 2.408], [0.043, 0.280, 2.429], [-1.021, -1.156, 2.443], [-2.301, 0.711, 1.646], [-2.100, -0.405, 0.302], [-0.424, 2.158, 0.746], [-1.878, 2.032, -0.285], [0.547, 1.554, -2.772], [-0.838, 2.540, -2.218], [0.774, 2.760, -1.449]],
  "forces_ev_per_angstrom": [[-0.35, 1.64, 0.59], [-0.11, -0.36, 0.80], [0.31, -0.16, 0.64], [-0.57, -0.17, 1.75], [-0.21, 0.16, 0.56], [-0.41, -0.21, -0.09], [-0.24, 0.47, 0.30], [-1.04, 1.37, 0.21], [-0.01, 0.68, -0.18], [1.96, -3.07, -4.12], [0.01, -0.02, 0.19], [-0.15, -0.24, -0.09], [0.21, 0.05, -0.26], [-0.14, -0.16, -0.12], [0.10, 0.16, -0.13], [0.19, -0.07, -0.14], [0.31, 0.30, 0.27], [-0.17, -0.14, -0.13], [0.18, -0.10, 0.08], [0.01, 0.19, 0.09], [0.24, -0.16, -0.01], [-0.13, -0.16, -0.24]],
  "mulliken_charge": [-0.718, 0.337, -0.722, -0.337, -0.508, -0.806, -0.529, -0.358, -0.683, 1.139, 0.320, 0.322, 0.324, 0.387, 0.414, 0.388, 0.305, 0.391, 0.422, 0.278, 0.323, 0.313]
}

3.
{
  "formula": "C8H17FN2O8S2",
  "method": "ωB97M-V with the def2-TZVPD basis set",
  "gap_ev": 6.391,
  "e_homo_ev": -8.08,
  "charge": 0,
  "lumo_energy_ev": -1.7,
  "symbols": ["C", "C", "O", "O", "C", "O", "C", "S", "O", "O", "N", "S", "O", "O", "F", "H", "H", "H", "H", "H", "C", "C", "C", "O", "C", "N", "H", "H", "H", "H", "H", "H", "H", "H", "H", "H", "H", "H"],
  "coordinates": [[0.902, -1.664, 2.144], [0.089, -0.515, 2.654], [0.017, -0.161, 3.781], [-0.546, 0.216, 1.649], [-1.716, -0.372, 1.092], [-1.675, -1.476, 0.667], [-2.818, 0.635, 1.092], [-4.426, 0.119, 0.450], [-4.246, -1.000, -0.433], [-4.905, 1.339, -0.159], [-5.096, -0.197, 1.855], [-6.328, -1.184, 1.939], [-6.624, -1.435, 3.313], [-7.393, -0.884, 1.037], [-5.737, -2.550, 1.411], [0.315, -2.579, 2.239], [1.104, -1.483, 1.092], [1.804, -1.784, 2.739], [-2.515, 1.469, 0.456], [-2.932, 1.004, 2.109], [2.187, 0.936, -3.191], [2.864, 1.733, -2.087], [4.084, 1.056, -1.452], [3.646, 0.010, -0.624], [3.645, -1.323, -1.147], [1.878, 1.905, -0.950], [1.678, 0.053, -2.804], [1.447, 1.543, -3.713], [2.925, 0.613, -3.922], [3.121, 2.728, -2.448], [4.597, 1.775, -0.806], [4.796, 0.731, -2.213], [4.418, -1.493, -1.897], [2.667, -1.539, -1.581], [3.802, -1.991, -0.305], [0.940, 2.148, -1.270], [2.185, 2.608, -0.276], [1.846, 1.008, -0.442]],
  "forces_ev_per_angstrom": [[-0.12, -0.05, -0.03], [0.39, -0.26, -0.23], [-0.06, 0.21, 0.33], [-0.24, 0.50, 0.22], [0.04, -0.18, -0.39], [0.00, -0.11, 0.22], [0.30, -0.02, -0.12], [-0.19, 0.58, -0.01], [0.05, -0.10, 0.01], [-0.01, -0.03, 0.14], [-0.02, -0.50, -0.30], [-0.22, 0.33, 0.43], [0.05, 0.06, -0.17], [0.07, -0.08, -0.05], [0.07, -0.21, -0.05], [-0.05, 0.05, -0.13], [0.19, -0.30, -0.03], [0.04, 0.09, -0.01], [0.09, 0.03, 0.06], [-0.13, 0.08, -0.04], [-0.14, 0.06, 0.05], [0.03, -0.08, -0.24], [-0.20, 0.13, 0.14], [0.24, -0.21, 0.17], [-0.36, -0.03, 0.04], [0.02, 0.04, 0.10], [0.07, -0.05, 0.00], [0.00, 0.00, 0.01], [0.03, 0.01, 0.00], [0.03, 0.03, 0.08], [0.03, -0.02, -0.01], [-0.10, -0.04, -0.10], [0.09, 0.19, 0.04], [0.06, -0.15, -0.09], [0.05, 0.01, 0.00], [-0.02, -0.01, 0.00], [-0.04, 0.04, -0.03], [-0.02, -0.01, -0.02]],
  "mulliken_charge": [-0.737, 0.580, -0.510, -0.303, 0.587, -0.477, -0.744, 1.139, -0.604, -0.698, -0.428, 1.101, -0.617, -0.589, -0.248, 0.314, 0.140, 0.336, 0.328, 0.435, -1.357, 0.230, -0.628, -0.368, -0.663, -0.186, 0.335, 0.422, 0.351, 0.339, 0.353, 0.410, 0.336, 0.277, 0.237, 0.375, 0.384, 0.153]
}

Number 1: DFT total energy -51772.8582 eV. Number 2: DFT total energy -17818.3436 eV. Number 3: DFT total energy -52316.4840 eV.